i | An isolated ion of composition C7H13N4O and charge +1. Source: the OMol25 dataset; level of theory: wB97M-V/def2-TZVPD.

As for the SMILES: C[C@@H]1OCC[NH2+][C@H]1c1nnc[nH]1. For the HOMO-LUMO gap, the calculation gives 10.63 eV. The HOMO energy comes out at -13.7494 eV.

```
! wB97M-V def2-TZVPD RIJCOSX def2/J DEFGRID3
* xyz 1 1
C 0.565 2.247 0.079
C 0.730 0.840 0.552
O 2.135 0.517 0.485
C 2.533 -0.828 0.603
C 1.854 -1.562 -0.594
N 0.324 -1.556 -0.240
C -0.053 -0.153 -0.472
C -1.498 -0.116 -0.039
N -1.955 -0.892 0.898
N -3.297 -0.616 1.027
C -3.574 0.343 0.226
N -2.513 0.654 -0.624
H 0.030 2.277 -0.912
H 1.502 2.675 -0.205
H 0.120 2.832 0.834
H 0.253 0.821 1.568
H 2.291 -1.272 1.550
H 3.582 -0.825 0.447
H 1.995 -1.017 -1.526
H 2.037 -2.638 -0.856
H -0.177 -1.976 -1.020
H 0.117 -1.976 0.721
H 0.021 -0.039 -1.557
H -4.626 0.673 0.084
H -2.393 1.588 -1.030
*
```


ii | An isolated ion of composition C7H13N4O and charge +1. Source: the OMol25 dataset; level of theory: wB97M-V/def2-TZVPD.

As for the SMILES: C/N=C(C)/C(=C/O)C[N+](N)=C=N. For the HOMO-LUMO gap, the calculation gives 8.44 eV. The HOMO energy comes out at -12.2798 eV.

```
! wB97M-V def2-TZVPD RIJCOSX def2/J DEFGRID3
* xyz 1 1
C -2.638 -1.537 -0.419
N -1.432 -0.780 -0.442
C -1.268 0.398 0.005
C -2.290 1.276 0.665
C 0.094 0.933 -0.167
C 0.518 2.063 0.430
O 1.732 2.605 0.377
C 1.000 0.118 -1.052
N 1.958 -0.720 -0.292
N 3.307 -0.496 -0.598
C 1.587 -1.492 0.629
N 1.234 -2.352 1.358
H -2.405 -2.515 0.003
H -3.471 -1.098 0.135
H -2.944 -1.696 -1.456
H -2.093 1.350 1.733
H -3.290 0.875 0.530
H -2.264 2.275 0.237
H -0.138 2.643 1.064
H 2.330 2.156 -0.238
H 0.360 -0.542 -1.646
H 1.618 0.744 -1.701
H 3.513 -0.804 -1.548
H 3.941 -0.954 0.051
H 1.043 -2.450 2.342
*
```


Short version: i is the most stable of them.


i | One molecule with the formula H6N2P2. Source: the OMol25 dataset; level of theory: wB97M-V/def2-TZVPD.

As for the SMILES: N1N[PH2]=[PH2]1. For the HOMO-LUMO gap, the calculation gives 8.64 eV. The HOMO energy comes out at -7.9440 eV.

```
! wB97M-V def2-TZVPD RIJCOSX def2/J DEFGRID3
* xyz 0 1
N 0.368 -0.838 -0.799
N -0.245 0.731 -0.890
P -0.981 1.091 0.558
P -0.087 -1.410 0.719
H 0.039 -1.280 -1.652
H 0.585 1.275 -1.094
H 0.185 1.382 1.248
H -1.465 2.366 -0.012
H 1.051 -0.662 1.452
H 0.550 -2.654 0.470
*
```


ii | H6N2P2 as an isolated structure. Source: the OMol25 dataset; level of theory: wB97M-V/def2-TZVPD.

For the HOMO-LUMO gap, the calculation gives 9.08 eV. The HOMO energy comes out at -8.3282 eV.

```
! wB97M-V def2-TZVPD RIJCOSX def2/J DEFGRID3
* xyz 0 1
N -0.840 0.375 -0.405
N 0.514 0.659 -0.679
P -1.208 -0.791 0.915
P 1.484 -0.214 0.296
H -1.204 1.334 -0.255
H 0.754 0.432 -1.689
H -1.169 -2.116 0.151
H -2.565 -0.579 0.852
H 2.592 0.149 -0.603
H 1.642 0.750 1.417
*
```


Short version: ii is the most stable of them.


i | A 5-piece molecular cluster, C2H15N2O4 overall. Source: the OMol25 dataset; level of theory: wB97M-V/def2-TZVPD.

For the HOMO-LUMO gap, the calculation gives 10.99 eV. The HOMO energy comes out at -14.4806 eV.

```
! wB97M-V def2-TZVPD RIJCOSX def2/J DEFGRID3
* xyz 1 1
C -2.184 -0.538 -1.420
N -0.659 2.232 0.302
C -1.065 1.419 -0.724
N -1.406 0.183 -0.446
H -1.602 -1.175 -2.088
H -2.883 0.114 -1.956
H -2.800 -1.222 -0.838
H 0.014 1.887 0.969
H -0.388 3.165 0.094
H -1.421 2.022 -1.557
H -0.772 -0.357 0.146
H 2.632 -0.899 0.010
H 2.978 -2.219 -0.180
O 2.144 -1.726 -0.203
H 0.858 -3.528 1.922
H -0.602 -3.294 2.475
O 0.119 -2.908 1.975
H -0.163 0.262 2.509
H 0.932 -0.640 1.843
O 0.645 0.280 1.971
H 1.825 2.147 -2.358
H 2.075 2.811 -1.040
O 1.721 1.985 -1.407
*
```


ii | A 5-piece molecular cluster, C2H15N2O4 overall. Source: the OMol25 dataset; level of theory: wB97M-V/def2-TZVPD.

For the HOMO-LUMO gap, the calculation gives 9.34 eV. The HOMO energy comes out at -12.0540 eV.

```
! wB97M-V def2-TZVPD RIJCOSX def2/J DEFGRID3
* xyz 1 1
C -1.467 0.538 -0.539
C -1.060 -0.610 -1.047
N -1.747 -1.764 -0.850
N -0.601 1.781 -0.605
H -2.401 0.689 -0.048
H -0.167 -0.569 -1.766
H -1.728 -2.577 -1.423
H -2.630 -1.652 -0.141
H 0.214 1.597 -1.164
H -0.123 2.098 0.227
H -1.095 2.621 -0.944
H -3.241 -0.066 2.109
H -3.463 -1.577 2.236
O -3.293 -0.899 1.626
H 3.270 -2.238 -1.250
H 4.665 -1.374 -1.016
O 3.727 -1.307 -1.115
H 1.346 1.802 4.091
H 1.539 0.191 3.970
O 1.716 1.047 3.564
H 2.319 1.702 -2.158
H 2.327 0.240 -1.508
O 1.695 1.087 -1.763
*
```


iii | A 5-piece molecular cluster, C2H15N2O4 overall. Source: the OMol25 dataset; level of theory: wB97M-V/def2-TZVPD.

For the HOMO-LUMO gap, the calculation gives 9.00 eV. The HOMO energy comes out at -11.8734 eV.

```
! wB97M-V def2-TZVPD RIJCOSX def2/J DEFGRID3
* xyz 1 1
C -1.582 0.100 1.178
C -0.233 0.445 1.410
N 0.188 1.643 1.853
N -1.862 -1.292 0.967
H -2.471 0.725 1.073
H 0.492 -0.231 1.153
H 1.166 1.739 1.834
H -0.364 2.470 2.066
H -1.367 -1.471 -0.032
H -2.834 -1.486 0.868
H -1.411 -1.656 1.865
H -3.805 3.828 -0.737
H -3.722 3.716 -2.227
O -3.846 3.162 -1.460
H 3.547 -0.302 0.114
H 2.631 -0.155 -0.912
O 2.593 -0.149 0.054
H 4.595 -0.270 -2.562
H 3.394 0.374 -3.225
O 3.669 0.041 -2.446
H 0.975 -3.797 0.257
H 0.073 -3.942 -0.981
O 0.173 -3.491 -0.109
*
```


Short version: i is the most stable of them.


i | A 5-piece molecular cluster, C2H15N2O4 overall. Source: the OMol25 dataset; level of theory: wB97M-V/def2-TZVPD.

For the HOMO-LUMO gap, the calculation gives 9.67 eV. The HOMO energy comes out at -12.3418 eV.

```
! wB97M-V def2-TZVPD RIJCOSX def2/J DEFGRID3
* xyz 1 1
C -1.124 0.499 1.371
C -1.484 0.173 0.129
N -0.570 -0.220 -0.938
N -2.079 1.154 2.129
H -0.130 0.425 1.799
H -2.502 0.264 -0.209
H 0.379 -0.436 -0.633
H -0.964 -0.960 -1.519
H -0.519 0.524 -1.706
H -3.052 0.904 2.018
H -1.922 1.089 3.139
H 3.522 -1.816 0.727
H 2.786 -1.084 1.813
O 2.931 -1.051 0.860
H 2.252 1.630 -0.170
H 1.357 1.408 0.958
O 1.303 1.626 0.022
H -0.801 0.488 -4.205
H 0.079 1.608 -3.986
O -0.228 0.828 -3.501
H -0.696 -2.538 0.885
H 0.814 -3.190 0.582
O 0.187 -2.473 0.507
*
```


ii | A 6-piece molecular cluster, C2H15N2O4 overall. Source: the OMol25 dataset; level of theory: wB97M-V/def2-TZVPD.

For the HOMO-LUMO gap, the calculation gives 2.26 eV. The HOMO energy comes out at -12.2004 eV.

```
! wB97M-V def2-TZVPD RIJCOSX def2/J DEFGRID3
* xyz 1 1
C 0.548 -2.308 -0.652
C 1.531 -1.369 -0.348
N 1.658 -0.175 -1.095
N -4.238 -0.550 1.037
H -0.203 -2.040 -1.395
H 2.348 -1.497 0.344
H 2.595 0.214 -1.200
H 0.781 0.433 -0.928
H -4.656 -0.638 0.060
H -4.601 0.209 1.614
H -4.440 -1.374 1.445
H -1.073 2.018 -0.719
H 0.149 1.290 0.822
O -0.528 1.244 -0.538
H -1.669 0.211 -1.180
H -2.953 0.316 -2.158
O -2.405 -0.267 -1.611
H 0.555 -3.319 -0.217
H 0.356 1.458 2.388
O 0.815 1.513 1.539
H 2.653 1.317 1.334
H 4.124 1.448 1.758
O 3.570 0.896 1.165
*
```


Short version: i is the most stable of them.


i | One molecule with the formula CClFN2O3. Source: the OMol25 dataset; level of theory: wB97M-V/def2-TZVPD.

As for the SMILES: O=N[C@@](F)(Cl)[N+](=O)[O-]. For the HOMO-LUMO gap (spin up / spin down), the calculation gives 8.89 / 8.89 eV. The HOMO energy (spin up / spin down) comes out at -10.8377 / -10.8390 eV.

```
! wB97M-V def2-TZVPD RIJCOSX def2/J DEFGRID3
* xyz 0 1
O 0.506 -2.262 -0.158
N 0.679 -1.176 -0.612
C 0.581 -0.032 0.261
F 0.481 -0.129 1.642
Cl 1.922 1.146 -0.176
N -0.820 0.855 -0.063
O -0.698 2.006 -0.051
O -1.726 0.102 -0.222
*
```


ii | A 2-piece molecular cluster, CClFN2O3 overall. Source: the OMol25 dataset; level of theory: wB97M-V/def2-TZVPD.

As for the SMILES: O=[N+]([O-])Cl.[O-][N+]#CF. For the HOMO-LUMO gap, the calculation gives 8.72 eV. The HOMO energy comes out at -9.9520 eV.

```
! wB97M-V def2-TZVPD RIJCOSX def2/J DEFGRID3
* xyz 0 1
O 0.472 0.133 -3.052
N -0.494 -0.175 -2.464
O -1.499 -0.709 -2.728
Cl -0.552 0.469 -0.702
O 0.623 -2.264 1.676
N 0.311 -1.143 1.878
C 0.656 -0.001 1.757
F 0.129 1.147 1.969
*
```


Short version: i is the most stable of them.


i | One molecule with the formula C2H3BrN2S. Source: the OMol25 dataset; level of theory: wB97M-V/def2-TZVPD.

For the HOMO-LUMO gap (spin up / spin down), the calculation gives 6.91 / 6.94 eV. The HOMO energy (spin up / spin down) comes out at -7.4359 / -9.3216 eV.

```
! wB97M-V def2-TZVPD RIJCOSX def2/J DEFGRID3
* xyz 0 3
C 0.050 -1.258 -0.027
C 1.504 1.025 0.018
N -1.011 -0.660 0.146
N -1.566 0.302 0.487
S 1.707 -0.608 -0.178
Br -3.587 0.327 -0.215
H 0.137 -2.403 -0.210
H 0.490 1.437 0.201
H 2.276 1.839 -0.222
*
```


ii | One molecule with the formula C2H3BrN2S. Source: the OMol25 dataset; level of theory: wB97M-V/def2-TZVPD.

For the HOMO-LUMO gap (spin up / spin down), the calculation gives 4.83 / 7.18 eV. The HOMO energy (spin up / spin down) comes out at -4.7913 / -9.9665 eV.

```
! wB97M-V def2-TZVPD RIJCOSX def2/J DEFGRID3
* xyz 0 3
C 0.231 1.039 1.509
C -0.387 -0.155 1.123
N 0.786 1.929 1.965
N 0.655 -0.993 0.616
S 2.085 -1.365 1.488
Br 2.247 -3.339 1.047
H -0.944 -0.569 1.945
H -1.106 0.097 0.339
H 1.010 -0.548 -0.292
*
```


Short version: i is the most stable of them.